C6H14N2O2 | the ωB97M-V functional and the def2-TZVPD basis

Output
Charge: 0
Largest force on an atom (eV/A): 3.67
Orbital gap (eV): 9.9
SMILES string: CC(=O)N(C)C.CNC=O

Last column: Mulliken charge in e.
CARTESIAN COORDINATES (ANGSTROEM)
C1 0.42 1.05 -1.59  -1.4425
C2 0.53 -0.28 -0.87  0.8779
O1 0.34 -1.37 -1.39  -0.6434
N1 1.16 -0.20 0.47  0.3051
C3 1.69 -1.47 0.95  -1.1302
C4 2.04 0.92 0.77  -1.1193
H1 -0.33 0.94 -2.37  0.2979
H2 0.07 1.85 -0.93  0.3576
H3 1.40 1.34 -1.94  0.4164
H4 1.00 -2.27 0.68  0.3506
H5 1.80 -1.44 2.04  0.3496
H6 2.66 -1.69 0.51  0.3603
H7 2.83 1.03 0.02  0.3468
H8 1.45 1.84 0.84  0.3255
H9 2.57 0.74 1.70  0.3378
C5 -2.92 -0.09 -0.70  -1.0027
N2 -1.69 -0.46 -0.03  -0.1205
C6 -1.29 0.18 1.20  0.1609
O2 -1.76 1.27 1.50  -0.5747
H10 -2.76 0.02 -1.78  0.3136
H11 -3.29 0.84 -0.29  0.3037
H12 -3.67 -0.88 -0.58  0.2991
H13 -1.37 -1.41 -0.20  0.3097
H14 -0.88 -0.47 1.99  0.3208